C22H8F4I2N7NaO3S | ωB97M-V/def2-TZVPD

Structure (XYZ):
```
48
Properties=species:S:1:pos:R:3:forces:R:3:nbo_charge:R:1
Na -0.541 -1.903 1.061 0.07 0.71 0.54 0.88
I 1.317 -2.319 3.857 -0.22 -0.04 0.08 0.15
C -0.415 -2.881 4.976 -0.05 0.06 -0.23 -0.70
I -2.255 -2.678 3.907 0.25 -0.03 0.15 0.15
H -0.465 -2.245 5.850 0.01 0.05 -0.03 0.24
H -0.306 -3.922 5.249 0.00 -0.01 -0.03 0.23
O 1.828 6.493 2.321 0.05 -0.32 0.06 -1.01
S 0.740 7.442 2.391 -0.48 0.07 -0.24 2.40
O 0.305 7.962 1.104 0.02 0.00 0.03 -1.00
O 0.852 8.416 3.448 -0.18 0.02 0.21 -0.99
C -0.763 6.416 2.777 0.91 0.40 -0.23 0.17
N -1.847 6.995 3.284 -0.31 0.01 0.13 -0.40
C -2.927 6.232 3.394 0.32 0.02 -0.06 0.08
C -2.941 4.896 3.009 -0.11 -0.24 -0.06 -0.30
C -1.753 4.383 2.507 0.06 0.65 0.17 0.17
N -0.672 5.151 2.395 -0.28 -0.40 0.02 -0.44
C -1.553 2.978 2.086 0.02 -0.19 -0.06 0.02
C -0.273 2.582 1.699 -0.03 -0.07 -0.02 -0.22
C -0.062 1.268 1.342 0.02 0.04 0.02 0.04
N -1.022 0.334 1.344 -0.03 -0.10 -0.10 -0.57
C -2.251 0.727 1.691 -0.08 0.08 0.02 0.03
C -2.564 2.021 2.062 0.12 0.00 -0.03 -0.23
H -3.810 6.705 3.811 -0.03 -0.03 -0.02 0.19
H -3.838 4.299 3.104 0.00 0.05 0.03 0.21
H 0.523 3.315 1.689 0.00 0.00 0.02 0.29
H 0.928 0.938 1.042 0.00 0.03 0.02 0.19
H -3.027 -0.032 1.674 0.02 0.01 0.01 0.18
H -3.584 2.267 2.324 0.00 0.00 0.02 0.23
F 1.035 -2.478 -1.446 -0.16 0.00 0.32 -0.30
C 1.267 -3.143 -2.574 0.40 0.41 -0.45 0.35
C 2.038 -2.536 -3.497 -0.38 -0.19 0.59 0.38
F 2.497 -1.336 -3.227 0.14 0.22 -0.03 -0.25
C 2.347 -3.145 -4.763 0.63 0.48 -0.80 -0.08
C 1.789 -4.458 -4.954 -0.39 -0.38 0.39 0.38
C 1.053 -5.076 -4.008 0.38 0.13 -0.48 0.33
F 0.598 -6.287 -4.256 -0.10 -0.19 -0.04 -0.26
C 0.718 -4.456 -2.755 -0.74 -0.47 0.74 -0.02
C -0.095 -5.082 -1.825 0.67 0.36 -0.95 -0.26
C -0.542 -4.415 -0.659 -0.05 0.20 0.60 0.36
N -0.901 -3.888 0.298 -0.08 -0.70 -0.53 -0.39
C -0.549 -6.425 -1.951 -0.14 -0.37 0.04 0.25
N -0.910 -7.516 -1.971 -0.03 0.10 0.02 -0.20
F 2.015 -5.088 -6.083 0.08 -0.10 -0.23 -0.25
C 3.114 -2.518 -5.714 -0.53 -0.42 0.66 -0.12
C 3.746 -1.259 -5.503 0.19 0.41 0.00 0.22
N 4.297 -0.256 -5.404 -0.04 -0.09 0.00 -0.16
C 3.341 -3.057 -7.013 0.05 -0.16 -0.40 0.23
N 3.520 -3.420 -8.089 0.04 0.03 0.10 -0.17
```
Positions in Å, forces in eV/Å.

Values from the calculation:
net charge = 0
electronic energy = -81834.703 eV
HOMO (spin up / spin down) = -6.947 / -6.947 eV

C23H10F5MnN3OS5 | ωB97M-V/def2-TZVPD

Structure (XYZ):
```
48
Properties=species:S:1:pos:R:3:forces:R:3:lowdin_spin:R:1
Mn -0.893 -1.049 1.525 -0.16 -0.30 0.15 4.67
S -3.074 -2.193 1.561 0.13 0.10 0.00 0.06
C -2.486 -3.795 1.192 -0.05 -0.01 0.00 0.01
C -3.349 -4.868 1.442 0.00 -0.01 0.01 0.00
C -3.014 -6.184 1.164 0.02 0.04 -0.03 0.00
C -3.951 -7.230 1.444 0.00 -0.07 0.04 0.00
N -4.708 -8.065 1.679 -0.02 0.02 -0.02 0.00
C -1.753 -6.462 0.611 0.00 0.06 -0.01 0.00
C -0.884 -5.410 0.362 -0.01 0.00 0.01 0.00
C -1.207 -4.075 0.632 0.03 -0.02 -0.03 0.01
S -0.009 -2.871 0.219 -0.03 0.02 -0.04 0.06
C -1.356 -7.803 0.304 0.01 -0.06 0.03 0.00
N -1.029 -8.879 0.059 0.00 0.01 -0.02 0.00
H -4.319 -4.653 1.870 0.00 0.00 0.00 0.00
H 0.089 -5.622 -0.062 0.00 0.00 0.00 0.00
F 4.872 3.632 2.263 0.02 0.00 0.00 0.00
C 4.007 3.735 1.236 -0.02 -0.04 0.00 0.00
C 3.261 2.644 0.826 0.00 0.02 0.05 0.00
F 3.419 1.474 1.457 0.00 -0.01 -0.01 0.00
C 2.366 2.763 -0.222 -0.01 -0.08 0.07 0.00
F 1.670 1.656 -0.529 0.05 0.22 -0.10 0.00
C 2.177 3.957 -0.940 0.00 -0.09 0.00 0.00
S 1.106 4.101 -2.293 -0.04 0.01 -0.03 0.00
C 2.955 5.028 -0.482 0.02 0.03 0.01 0.00
F 2.864 6.231 -1.081 0.00 0.01 0.00 0.00
C 3.841 4.934 0.573 -0.01 0.03 -0.01 0.00
F 4.555 6.011 0.963 0.00 -0.01 -0.01 0.00
N -1.617 0.665 0.260 0.05 0.05 -0.06 0.04
C -2.141 1.607 -0.124 0.06 -0.02 -0.04 0.02
C -2.868 2.760 -0.573 -0.20 -0.02 0.04 0.00
C -4.262 2.717 -0.502 0.02 0.05 0.00 0.00
C -4.991 3.820 -0.909 -0.01 -0.02 0.00 0.00
C -4.332 4.949 -1.384 0.01 -0.01 0.01 0.00
C -2.947 4.976 -1.456 0.00 0.04 -0.02 0.00
C -2.200 3.882 -1.050 0.09 -0.11 -0.02 0.00
H -4.751 1.827 -0.129 0.00 0.00 0.00 0.00
H -6.072 3.799 -0.858 0.00 0.00 0.00 0.00
H -4.907 5.810 -1.704 0.00 0.00 0.00 0.00
H -2.434 5.849 -1.838 0.02 -0.01 0.00 0.00
H -1.115 3.877 -1.144 -0.01 0.07 -0.01 0.00
C 1.214 -0.930 6.418 0.00 0.00 0.00 0.00
O 0.920 -0.031 5.357 -0.01 0.03 0.02 0.01
C 0.351 -0.522 4.244 0.05 0.03 -0.10 0.02
S -0.039 -2.134 4.072 -0.04 -0.02 -0.02 0.04
S 0.094 0.655 3.035 0.02 0.06 0.12 0.04
H 1.671 -0.319 7.194 0.00 0.00 0.00 0.00
H 1.902 -1.708 6.085 0.00 0.00 0.00 0.00
H 0.305 -1.406 6.786 0.00 0.00 0.00 0.00
```
Positions in Å, forces in eV/Å.

Values from the calculation:
multiplicity = 6
net charge = -2
electronic energy = -129618.950 eV
expectation value of S² = 8.76
HOMO (spin up / spin down) = -2.369 / -2.369 eV

C23H10F8N4O8PrS | ωB97M-V/def2-TZVPD

Structure (XYZ):
```
55
Properties=species:S:1:pos:R:3:forces:R:3:lowdin_spin:R:1
Pr 1.247 0.056 -0.447 0.42 1.44 -3.21 2.02
O 0.249 -0.308 1.662 -0.06 -0.20 0.35 0.00
C 0.708 -1.440 1.377 -0.94 -1.40 1.88 0.00
O 1.879 -1.596 0.943 0.38 -0.89 0.87 0.00
C -0.264 -2.574 1.240 -0.08 0.13 -0.44 0.00
C -0.863 -3.260 2.242 0.02 -0.18 0.15 0.00
C -1.834 -4.227 1.923 0.20 0.36 -0.27 0.00
C -2.190 -4.457 0.617 -0.11 -0.13 0.07 0.00
C -1.613 -3.735 -0.420 0.53 0.27 0.52 0.00
C -0.618 -2.722 -0.157 -0.35 -0.54 -0.06 0.00
O -0.063 -1.975 -1.019 -0.29 0.18 0.12 0.00
N -2.079 -4.058 -1.743 -0.56 0.05 -0.43 0.00
O -2.841 -5.007 -1.868 0.19 -0.02 0.02 0.00
O -1.758 -3.361 -2.695 0.26 0.04 0.12 0.00
N -2.475 -4.969 2.979 -0.04 -0.51 0.27 0.00
O -3.341 -5.780 2.682 0.08 0.21 0.01 0.00
O -2.098 -4.777 4.127 -0.08 0.10 -0.16 0.00
H -0.605 -3.090 3.278 -0.01 0.03 0.02 0.00
H -2.937 -5.201 0.389 0.01 0.01 0.00 0.00
F 6.176 -2.471 3.001 0.06 -0.04 0.10 0.00
C 5.607 -2.020 1.880 -0.04 0.08 -0.14 0.00
C 5.754 -2.714 0.692 0.03 -0.04 0.08 0.00
F 6.482 -3.837 0.679 0.03 -0.05 -0.01 0.00
C 5.164 -2.254 -0.469 -0.21 0.28 0.09 0.00
F 5.340 -2.957 -1.588 0.05 -0.14 -0.08 0.00
C 4.386 -1.093 -0.496 0.49 0.05 0.46 0.00
S 3.597 -0.512 -1.921 0.02 0.03 -0.53 0.00
C 4.294 -0.413 0.720 0.21 -0.12 -0.34 0.00
F 3.543 0.724 0.760 0.07 -0.07 0.21 0.00
C 4.872 -0.849 1.889 0.04 0.05 -0.02 0.00
F 4.726 -0.158 3.023 -0.03 0.00 0.08 0.00
F -5.414 6.707 2.041 0.10 0.05 -0.06 0.00
C -4.444 7.118 1.192 -0.06 0.10 0.03 0.00
F -3.816 8.148 1.813 -0.15 -0.09 -0.07 0.00
F -5.065 7.636 0.115 0.04 -0.02 0.09 0.00
C -3.487 6.025 0.845 0.08 0.01 0.05 0.00
C -2.817 5.387 1.886 -0.07 0.00 -0.08 0.00
C -1.878 4.416 1.604 -0.02 0.04 -0.02 0.00
C -1.586 4.072 0.277 -0.04 0.01 0.03 0.00
C -2.282 4.710 -0.754 0.03 -0.02 0.04 0.00
C -3.224 5.684 -0.472 -0.08 0.02 0.04 0.00
C -0.591 3.086 -0.002 0.11 0.00 -0.06 0.00
C 0.284 2.261 -0.222 -0.34 0.87 0.20 -0.01
H -3.047 5.658 2.909 0.06 -0.02 0.02 0.00
H -1.348 3.909 2.399 0.00 0.01 0.01 0.00
H -2.068 4.433 -1.777 0.01 0.00 0.00 0.00
H -3.762 6.177 -1.271 0.05 0.00 -0.01 0.00
N 0.021 -1.446 -4.110 -0.15 -0.15 0.05 0.00
C 0.657 -0.308 -3.826 0.12 0.02 -0.10 0.00
N 1.420 0.264 -4.804 -0.04 -0.02 -0.03 0.00
O 0.532 0.259 -2.730 0.01 0.21 -0.03 0.00
H 0.138 -1.917 -4.987 0.03 0.00 -0.02 0.00
H -0.476 -1.922 -3.366 0.02 0.00 0.13 0.00
H 1.759 -0.305 -5.560 0.02 -0.03 0.04 0.00
H 2.048 0.979 -4.478 0.01 0.02 0.04 0.00
```
Positions in Å, forces in eV/Å.

Values from the calculation:
multiplicity = 3
net charge = -1
electronic energy = -92997.706 eV
expectation value of S² = 2.00
HOMO (spin up / spin down) = -5.684 / -5.688 eV